[1]
# C22H29N3O3S

A single C22H29N3O3S molecule (ωB97M-V with the def2-TZVPD basis set, OMol25).

Geometry as XYZ:
```
58
Properties=species:S:1:pos:R:3:forces:R:3
C -3.937361 -3.046439 0.528424 0.168 -0.043 0.179
C -2.855318 -2.810714 1.576350 0.039 0.104 0.031
C -1.561000 -2.177616 1.043561 -0.097 0.012 -0.030
C -0.770944 -3.158437 0.179770 -0.072 0.200 0.130
C -1.838239 -0.889054 0.249732 -0.036 -0.201 0.260
N -0.592870 -0.236146 -0.108889 -0.137 -0.022 0.396
C -0.228202 0.016955 -1.373093 0.395 0.200 0.147
O -0.898452 -0.271244 -2.344776 -0.095 -0.076 -0.362
C 1.118928 0.742350 -1.515211 -0.132 0.153 -0.401
C 1.901804 0.193115 -2.713837 0.197 -0.136 -0.121
S 2.960790 -1.149553 -2.070055 -0.127 0.097 0.278
C 2.681442 -0.637150 -0.297805 0.125 -0.779 -0.489
C 3.914301 -0.301181 0.471413 0.007 0.622 0.154
C 4.957045 -1.100553 0.889516 -0.050 0.027 0.004
C 5.990359 -0.502200 1.598430 -0.027 -0.136 -0.049
C 5.976731 0.856294 1.884318 0.021 0.140 0.047
C 4.928308 1.660736 1.466280 -0.147 -0.016 -0.084
C 3.898837 1.065602 0.759338 0.387 -0.509 0.047
C 2.697777 1.665696 0.146221 -0.218 0.267 0.112
O 2.355331 2.821087 0.070628 0.146 0.115 -0.031
N 1.965983 0.601948 -0.360738 -0.354 -0.010 0.083
C -2.639313 0.118461 1.090308 0.183 -0.148 -0.296
O -2.513292 0.140751 2.303413 0.165 -0.158 0.312
N -3.419051 0.998470 0.435902 -0.259 0.336 0.031
C -3.623235 1.138054 -0.989446 -0.105 -0.328 -0.430
C -5.074404 0.807642 -1.344825 0.079 0.318 -0.020
C -6.020404 1.713709 -0.560862 -0.075 -0.311 0.091
C -5.729199 1.597202 0.933335 0.118 0.260 -0.163
C -4.257000 1.900451 1.205533 -0.191 -0.047 0.499
H -3.560861 -3.628736 -0.308537 -0.034 -0.063 -0.162
H -4.326161 -2.104093 0.150510 -0.112 0.097 -0.117
H -4.764216 -3.594517 0.974753 -0.111 -0.020 -0.042
H -2.592820 -3.765545 2.037297 0.017 0.002 0.060
H -3.255590 -2.167636 2.360968 0.036 -0.088 0.042
H -0.956543 -1.903654 1.915785 -0.041 0.029 -0.056
H 0.166910 -2.719563 -0.152991 0.105 -0.016 -0.086
H -1.336007 -3.437422 -0.705816 -0.031 -0.085 -0.146
H -0.544291 -4.059490 0.744475 0.033 -0.106 0.035
H -2.338484 -1.148205 -0.684093 0.017 0.079 0.091
H -0.015775 0.087105 0.654153 0.109 0.025 -0.137
H 0.905313 1.810514 -1.651377 0.002 -0.179 0.062
H 1.230393 -0.219504 -3.464786 -0.004 0.112 0.037
H 2.546706 0.950978 -3.157842 -0.151 0.047 0.053
H 2.095554 -1.442586 0.157892 0.052 0.176 0.068
H 4.973985 -2.154632 0.659627 0.039 -0.138 0.005
H 6.821683 -1.105786 1.930522 0.078 -0.043 0.033
H 6.795794 1.290754 2.437304 0.066 0.029 0.048
H 4.902756 2.718130 1.678135 0.013 0.121 0.024
H -3.420382 2.184015 -1.252317 0.044 -0.057 -0.030
H -2.935699 0.518778 -1.561268 0.041 0.065 0.077
H -5.278570 -0.236411 -1.097732 0.027 -0.073 -0.037
H -5.221076 0.936634 -2.417614 -0.001 -0.049 -0.053
H -5.876247 2.748956 -0.879114 -0.033 0.070 -0.037
H -7.057329 1.441468 -0.764465 -0.031 0.080 -0.042
H -5.951157 0.583465 1.273121 -0.016 -0.036 0.073
H -6.352925 2.289922 1.499453 -0.032 -0.017 0.063
H -4.025911 2.932319 0.918896 0.012 -0.007 0.019
H -4.016179 1.760435 2.260180 -0.004 0.116 -0.169
```
Forces are in eV/Å.

Output
- lowest unoccupied orbital energy (eV) = 0.269
- HOMO energy (eV) = -9.0
- total charge = 0
- gap between HOMO and LUMO (eV) = 9.303
- SMILES = CC[C@@H](C)[C@H](NC(=O)[C@@H]1CS[C@H]2c3ccccc3C(=O)N12)C(=O)N1CCCCC1



[2]
# C22H29N3O4S

A single C22H29N3O4S molecule (ωB97M-V with the def2-TZVPD basis set, OMol25).

Geometry as XYZ:
```
59
Properties=species:S:1:pos:R:3:forces:R:3
C -2.071412 2.880722 1.667003 0.156 0.151 -0.166
C -1.245181 3.542489 0.572866 -0.025 0.194 0.052
N -1.374857 2.818596 -0.670007 0.004 -0.159 0.511
C -1.577329 3.410191 -1.856284 -0.027 -0.459 -0.193
O -1.684820 4.605118 -2.028604 -0.038 0.444 -0.178
C -1.671652 2.411071 -3.010326 0.253 -0.086 0.010
S -0.072355 1.626382 -3.383363 0.020 0.212 -0.318
C -0.070265 0.246749 -2.290302 -0.794 0.326 0.220
N -1.047558 0.140167 -1.453052 0.046 0.145 -0.359
C -1.060264 -0.930694 -0.601068 0.443 -0.704 0.121
C -2.067984 -1.022769 0.360525 -0.014 -0.084 0.060
C -2.116834 -2.079681 1.250599 -0.077 0.017 0.100
O -3.071786 -2.185099 2.219485 0.490 -0.238 -0.222
C -4.072026 -1.198396 2.302047 -0.199 0.197 0.030
C -1.131892 -3.102041 1.173228 0.236 0.005 -0.267
O -1.030851 -4.198034 1.969668 0.197 0.210 -0.092
C -2.077174 -4.598465 2.826768 -0.278 -0.251 0.331
C -0.137277 -2.997941 0.216180 -0.222 0.019 0.177
C -0.078341 -1.925887 -0.670080 -0.474 0.252 0.230
C 0.995455 -1.812410 -1.644158 -0.063 -0.142 -0.019
O 1.868094 -2.634258 -1.822369 0.047 -0.134 0.080
N 0.958199 -0.629598 -2.407288 -0.113 -0.205 0.042
C 2.119453 -0.331977 -3.225531 0.497 0.150 -0.268
C 3.017501 0.724664 -2.551738 0.037 -0.194 0.005
C 3.069443 0.502498 -1.058666 0.158 0.224 -0.093
C 3.726357 -0.519728 -0.528618 0.069 -0.017 0.066
C 3.739778 -0.852936 0.929751 0.005 0.118 0.137
C 3.200058 0.288902 1.785973 -0.163 -0.196 -0.003
C 1.942090 0.865382 1.146909 0.181 0.234 0.032
C 2.294382 1.473221 -0.207555 -0.138 -0.179 0.209
H -1.720831 1.863885 1.836836 -0.007 -0.143 0.081
H -1.977635 3.438876 2.594414 0.002 0.002 0.143
H -3.121096 2.850624 1.383677 -0.110 -0.024 -0.013
H -1.582204 4.565084 0.387236 0.114 -0.095 0.063
H -0.190162 3.573880 0.872867 -0.082 0.104 -0.006
H -1.316183 1.801848 -0.650486 -0.049 0.194 -0.178
H -2.377795 1.611952 -2.790771 -0.050 0.061 -0.053
H -1.949503 2.941585 -3.920034 0.025 -0.022 0.084
H -2.804864 -0.237219 0.386278 -0.111 0.072 0.023
H -4.661201 -1.144188 1.381695 0.037 0.008 0.025
H -3.649632 -0.213912 2.525899 -0.006 -0.031 -0.034
H -4.715599 -1.508619 3.123835 0.013 0.072 -0.067
H -3.020615 -4.710054 2.288164 0.053 -0.002 0.040
H -1.765554 -5.568173 3.214615 -0.052 0.058 -0.022
H -2.213455 -3.902033 3.656442 0.006 -0.100 -0.082
H 0.614710 -3.768675 0.160254 0.068 -0.119 0.024
H 2.660387 -1.275898 -3.319286 -0.139 0.198 -0.076
H 1.794481 0.005491 -4.212669 0.031 -0.148 0.019
H 4.013558 0.643540 -2.988847 -0.002 0.053 -0.067
H 2.634121 1.723750 -2.761456 0.101 0.018 -0.012
H 4.261509 -1.208371 -1.167499 0.035 -0.074 -0.215
H 4.756300 -1.109307 1.238859 -0.030 -0.076 0.011
H 3.126401 -1.749634 1.073204 0.053 -0.070 0.068
H 2.985583 -0.070225 2.794382 0.067 0.039 0.028
H 3.952805 1.076683 1.861456 0.041 0.042 0.055
H 1.499112 1.625075 1.795173 -0.072 -0.022 0.008
H 1.208014 0.066365 1.010989 -0.088 -0.023 0.011
H 1.386559 1.788297 -0.728022 0.011 0.089 -0.043
H 2.901837 2.373132 -0.059197 -0.070 0.091 -0.049
```
Forces are in eV/Å.

Output
- lowest unoccupied orbital energy (eV) = 0.532
- HOMO energy (eV) = -8.0
- total charge = 0
- gap between HOMO and LUMO (eV) = 8.556
- SMILES = CCNC(=O)CSc1nc2cc(OC)c(OC)cc2c(=O)n1CCC1=CCCCC1



[3]
# C22H29N3O6

A single C22H29N3O6 molecule in a non-equilibrium geometry (ωB97M-V with the def2-TZVPD basis set, OMol25).

Geometry as XYZ:
```
60
Properties=species:S:1:pos:R:3:forces:R:3
C 4.892067 2.940557 2.087011 -0.001 0.013 -0.236
C 4.543067 2.950364 0.600928 0.339 0.282 0.401
N 3.600833 1.896838 0.270706 -0.374 0.161 -0.144
C 2.291276 2.198655 0.238685 -0.298 -0.068 -0.093
C 1.289438 1.315726 -0.023110 0.036 -0.014 0.040
C -0.102725 1.868606 0.010257 0.268 -0.068 0.000
O -0.323833 3.005816 0.394623 -0.055 0.253 0.078
N -1.041316 1.010912 -0.419720 -0.279 -0.348 -0.286
C -2.451896 1.289102 -0.391902 -0.424 0.397 0.016
C -3.189716 0.528434 0.721720 0.613 0.180 -0.197
O -4.265017 0.910814 1.136982 -0.482 0.116 0.023
N -2.539372 -0.541378 1.217365 0.242 -0.265 0.077
C -3.038978 -1.316511 2.326666 -0.183 -0.292 0.080
C -3.805248 -2.574422 1.904181 -0.222 0.453 -0.121
C -5.128021 -2.245235 1.217039 -0.045 -0.231 0.192
O -4.895977 -1.974242 -0.148077 0.225 -0.055 0.061
C -6.006148 -1.383479 -0.773621 -0.105 0.049 0.039
C -3.110817 1.021326 -1.760507 0.190 0.040 -0.058
C -2.592287 2.020396 -2.792177 -0.171 -0.093 0.197
C -2.871155 -0.411808 -2.231801 -0.189 0.188 0.127
C 1.600254 -0.072068 -0.276539 0.190 0.322 0.084
O 0.761508 -0.946518 -0.522761 -0.028 -0.270 -0.065
C 3.030539 -0.388487 -0.209045 0.150 0.162 0.061
C 3.398673 -1.729550 -0.431628 0.437 -0.273 -0.013
C 4.719707 -2.053891 -0.369920 0.013 0.526 0.103
C 5.687519 -1.075888 -0.089411 -0.458 -0.144 -0.071
C 5.363800 0.233098 0.132482 0.327 -0.191 -0.024
C 4.001813 0.593740 0.068452 -0.177 -0.757 -0.169
O 6.921351 -1.650774 -0.078754 -0.222 0.571 0.091
C 6.717338 -3.021160 -0.364000 0.900 -0.967 -0.105
O 5.339770 -3.260244 -0.540541 -0.438 0.082 -0.022
H 5.591545 3.741961 2.307813 0.085 0.072 0.065
H 5.341577 1.994009 2.375856 0.047 -0.068 0.061
H 3.993643 3.089488 2.681011 -0.065 0.017 0.069
H 5.440149 2.842074 -0.011741 -0.131 0.052 -0.029
H 4.078092 3.904277 0.343549 0.056 -0.149 -0.086
H 2.015927 3.226944 0.433161 0.044 0.050 0.017
H -0.720640 0.091707 -0.714744 0.190 0.176 0.055
H -2.559828 2.353886 -0.150267 -0.057 -0.252 0.014
H -1.704139 -0.873306 0.761704 0.021 0.170 0.073
H -2.189714 -1.600814 2.955694 -0.076 0.084 -0.007
H -3.703941 -0.662903 2.897892 0.133 -0.076 0.023
H -3.197833 -3.167012 1.218227 0.022 -0.133 0.036
H -4.006322 -3.169432 2.795881 0.009 -0.070 0.019
H -5.825989 -3.094820 1.304718 0.051 0.112 -0.018
H -5.589096 -1.370425 1.695633 0.008 -0.055 -0.015
H -5.749794 -1.262482 -1.823848 -0.066 0.031 -0.048
H -6.894873 -2.021711 -0.686756 0.003 0.013 -0.047
H -6.224524 -0.404796 -0.330845 -0.006 -0.012 -0.027
H -4.185992 1.173335 -1.624081 0.048 0.007 0.061
H -2.800873 3.040765 -2.479997 0.001 0.146 -0.005
H -3.066340 1.849765 -3.756128 -0.016 -0.002 -0.120
H -1.516197 1.913077 -2.913310 0.123 0.004 -0.053
H -3.406855 -0.584558 -3.163150 -0.012 -0.066 -0.108
H -1.814996 -0.592064 -2.421445 0.154 -0.045 -0.073
H -3.228827 -1.125766 -1.494929 -0.006 -0.164 0.025
H 2.626195 -2.450025 -0.642249 -0.100 -0.074 -0.026
H 6.145577 0.937997 0.349535 0.085 0.136 0.044
H 7.095789 -3.629320 0.472469 -0.147 0.198 -0.147
H 7.261825 -3.288554 -1.283236 -0.179 0.135 0.181
```
Forces are in eV/Å.

Output
- lowest unoccupied orbital energy (eV) = 0.189
- HOMO energy (eV) = -8.4
- total charge = 0
- gap between HOMO and LUMO (eV) = 8.555
- SMILES = CCn1cc(C(=O)N[C@H](C(=O)NCCCOC)C(C)C)c(=O)c2cc3c(cc21)OCO3



[4]
# C22H29N3P2Sc

A molecular structure, C22H29N3P2Sc in a non-equilibrium geometry (ωB97M-V with the def2-TZVPD basis set, OMol25).

Geometry as XYZ:
```
57
Properties=species:S:1:pos:R:3:forces:R:3
C 4.305469 0.099948 0.012068 -0.963 0.352 -0.035
C 2.966256 -0.000496 -0.371151 0.568 0.039 0.148
C 2.202530 -1.122662 0.063563 -0.630 -0.833 -0.070
C 2.858869 -2.181459 0.775351 -0.252 0.524 0.276
C 4.217940 -2.040101 1.150620 0.661 0.904 -0.118
C 4.916073 -0.890445 0.803767 -0.184 -0.942 0.339
C 2.084962 -3.278198 1.159108 0.489 -0.803 -0.406
C 0.884481 -3.556083 0.500293 -0.428 0.596 -0.027
C 0.281277 -2.482410 -0.251943 0.747 0.087 0.424
C -0.925030 -2.741508 -0.979038 -0.036 -0.275 0.033
C -1.576677 -3.961632 -0.795467 0.172 0.975 0.012
C -1.035548 -4.962196 0.035323 0.652 -0.197 0.509
C 0.203587 -4.791800 0.634664 -0.962 -0.122 -0.395
H 4.878892 1.006528 -0.250893 -0.350 -0.656 -0.051
H 4.708579 -2.840675 1.703474 -0.158 0.217 -0.072
H 5.947082 -0.746898 1.129518 -0.285 -0.160 -0.150
H 2.516259 -4.033263 1.839006 -0.274 0.462 -0.356
H -2.559816 -4.124173 -1.265868 0.663 0.026 0.056
H -1.613581 -5.870821 0.201162 0.296 0.139 -0.112
H 0.654739 -5.595770 1.213467 -0.110 0.213 -0.056
N 0.847853 -1.219936 -0.212846 1.153 -1.201 -1.671
Sc -0.319462 0.152107 1.036456 -0.267 -0.320 1.858
C 2.319997 1.052342 -1.227376 -0.039 0.220 0.392
H 1.770136 0.630804 -2.079189 0.188 -0.011 0.172
H 3.085264 1.753558 -1.581869 -0.186 -0.133 -0.086
C -1.467412 -1.687221 -1.921382 -0.450 -0.162 0.820
H -0.712258 -1.289437 -2.603608 0.020 -0.109 0.114
H -2.303145 -2.117305 -2.493286 0.258 0.238 0.020
P 1.114506 1.980544 -0.164754 1.387 -0.057 -0.334
P -2.103351 -0.306808 -0.851622 -0.468 -0.838 -1.102
C -3.625739 -1.085183 -0.190985 -0.042 0.117 -0.147
H -4.146725 -0.367672 0.442690 -0.093 -0.206 -0.062
H -4.284703 -1.409478 -1.005877 0.075 0.060 0.191
H -3.356620 -1.945981 0.428279 -0.009 0.095 -0.103
C -2.669547 0.870844 -2.109361 -0.159 0.081 0.129
H -3.402664 0.399056 -2.772613 0.129 0.158 0.051
H -3.111863 1.721628 -1.594881 -0.090 0.131 -0.192
H -1.805061 1.214829 -2.683655 -0.132 -0.040 0.008
C 2.286336 2.805386 0.973094 -0.134 0.082 -0.131
H 3.056316 3.363061 0.429445 -0.145 0.014 0.031
H 1.713683 3.475740 1.615324 0.190 0.020 0.061
H 2.760029 2.055033 1.607899 -0.143 0.052 -0.017
C 0.637151 3.291138 -1.303637 -0.263 0.248 0.025
H 0.002859 3.994961 -0.768581 -0.055 0.180 -0.148
H 1.519844 3.802062 -1.687701 -0.055 0.048 -0.044
H 0.064621 2.862170 -2.124007 -0.021 0.069 -0.091
H 0.329954 -1.333281 2.112851 -0.617 0.567 0.042
H 0.385231 1.081024 2.385999 0.220 0.476 0.052
N -2.457360 4.300545 1.321054 -1.052 0.003 -0.190
C -3.650805 3.657094 0.992046 0.798 -0.897 0.472
C -3.353896 2.309228 1.004456 0.734 1.402 -0.045
N -1.980269 2.131928 1.271151 -0.572 0.864 0.357
C -1.505760 3.370093 1.502561 -0.678 -1.308 -0.445
H -2.366056 5.302394 1.455562 0.111 -0.402 -0.020
H -4.599072 4.153447 0.844426 0.285 0.114 0.040
H -4.089499 1.527412 0.850432 0.539 0.060 0.024
H -0.498855 3.617989 1.796481 -0.032 -0.164 0.018
```
Forces are in eV/Å.

Output
- lowest unoccupied orbital energy (spin up / spin down) (eV) = -3.798 / -3.798
- HOMO energy (spin up / spin down) (eV) = -10.2 / -10.2
- total charge = +1
- gap between HOMO and LUMO (spin up / spin down) (eV) = 6.427 / 6.429



Number 1: E_tot -1643.99231 Eh. Number 2: E_tot -1719.17203 Eh. Number 3: E_tot -1471.48457 Eh. Number 4: E_tot -2463.21720 Eh.